# C5H9IN

The ion C5H9IN with charge +1 in a non-equilibrium geometry (ωB97M-V/def2-TZVPD, the Open Molecules 2025 dataset).

Positions of all 16 atoms, in Å:
C  0.909  1.720  0.229
C  1.543  0.624  -0.147
C  -0.585  1.645  0.053
C  -0.812  0.189  -0.284
C  0.588  -0.440  -0.562
N  0.821  -1.697  0.294
I  3.566  -0.007  -0.005
H  1.390  2.536  0.703
H  -1.178  1.962  0.875
H  -0.752  2.396  -0.663
H  -1.261  -0.400  0.553
H  -1.512  -0.123  -1.020
H  0.855  -0.731  -1.519
H  1.810  -1.590  0.096
H  0.293  -2.499  -0.035
H  0.584  -1.449  1.235

As for the net charge: +1. As for the SMILES: [NH3+][C@H]1CCC=C1I. Its spin multiplicity is 1. The total energy comes out at -14913.803 eV. Its energy above the lowest of the compared OMol25 structures with the same formula, charge and spin is 45.2 kJ/mol. The largest force on an atom comes out at 0.04980 hartree/bohr.

---

# C5H9IN2O2S

The molecule C5H9IN2O2S in a non-equilibrium geometry (ωB97M-V/def2-TZVPD, the Open Molecules 2025 dataset).

Positions of all 20 atoms, in Å:
C  1.858  -0.310  -1.264
C  1.698  0.412  -2.383
C  -0.496  -0.669  -0.855
C  -1.215  -1.114  0.522
C  -1.638  1.160  1.297
N  0.834  -0.979  -0.652
N  -0.964  -0.133  1.527
O  1.090  -1.260  2.578
O  1.084  1.262  2.369
S  0.764  -0.035  1.805
I  3.164  1.390  -3.474
H  2.834  -0.487  -0.779
H  0.788  0.457  -3.035
H  -0.704  -1.317  -1.748
H  -0.748  0.497  -0.929
H  -2.261  -1.117  0.347
H  -0.722  -2.010  0.900
H  -0.994  1.874  0.803
H  -2.491  0.871  0.706
H  -1.880  1.508  2.265

As for the net charge: 0. Its spin multiplicity is 1. The total energy comes out at -31337.309 eV. Its energy above the lowest of the compared OMol25 structures with the same formula, charge and spin is 0.0 kJ/mol. The largest force on an atom comes out at 0.05549 hartree/bohr.

---

# C5H9N

The ion C5H9N with charge -1 in a non-equilibrium geometry (ωB97M-V/def2-TZVPD, the Open Molecules 2025 dataset).

Positions of all 15 atoms, in Å:
C  2.463  0.650  -0.133
C  1.360  -0.111  0.540
C  0.027  -0.119  -0.082
C  -1.153  0.287  0.819
N  -2.394  0.252  0.466
C  -2.895  -0.677  -0.377
H  2.165  1.012  -1.144
H  3.391  0.061  -0.201
H  1.691  -1.116  0.812
H  -0.141  0.540  -0.958
H  2.823  1.633  0.246
H  -0.327  -1.080  -0.519
H  -0.836  0.679  1.787
H  -2.456  -1.657  -0.268
H  -3.719  -0.354  -0.989

As for the net charge: -1. Its spin multiplicity is 2. The total energy comes out at -6816.802 eV. Its energy above the lowest of the compared OMol25 structures with the same formula, charge and spin is 186.3 kJ/mol. The largest force on an atom comes out at 0.02760 hartree/bohr.

---

# C5H9N

The molecule C5H9N in a non-equilibrium geometry (ωB97M-V/def2-TZVPD, the Open Molecules 2025 dataset).

Positions of all 15 atoms, in Å:
C  -0.215  -1.812  0.395
N  -0.078  0.916  -2.146
C  -0.623  0.113  -1.171
C  0.309  -0.557  -0.274
C  0.062  1.048  1.797
C  -0.199  0.713  0.448
H  0.368  -2.679  0.169
H  -0.153  -1.638  1.470
H  -1.227  -2.034  0.069
H  0.441  0.417  -2.848
H  -0.504  1.818  -2.245
H  1.392  -0.436  -0.383
H  -0.527  0.712  2.645
H  0.927  1.686  1.920
H  0.029  1.734  0.155

As for the net charge: 0. Its spin multiplicity is 1. The total energy comes out at -6814.115 eV. Its energy above the lowest of the compared OMol25 structures with the same formula, charge and spin is 663.8 kJ/mol. The largest force on an atom comes out at 0.07211 hartree/bohr.

---

# C5H9N

The molecule C5H9N in a non-equilibrium geometry (ωB97M-V/def2-TZVPD, the Open Molecules 2025 dataset).

Positions of all 15 atoms, in Å:
C  -1.367  -0.084  -0.032
C  -0.709  -0.166  -1.285
C  0.086  0.066  -0.094
C  0.779  1.411  0.277
C  0.928  -1.204  0.402
N  -2.428  -0.290  0.546
H  -0.474  -1.101  -1.801
H  -0.889  0.802  -1.878
H  0.795  1.732  1.268
H  0.356  2.275  -0.332
H  1.869  1.386  0.091
H  0.171  -1.878  0.863
H  1.791  -1.134  1.065
H  1.358  -1.697  -0.566
H  -2.264  -0.120  1.477

As for the net charge: 0. As for the SMILES: [H]/N=C1/CC1(C)C. Its spin multiplicity is 1. The total energy comes out at -6818.259 eV. Its energy above the lowest of the compared OMol25 structures with the same formula, charge and spin is 264.0 kJ/mol. The largest force on an atom comes out at 0.10898 hartree/bohr.

---

# C5H9N

The molecule C5H9N (ωB97M-V/def2-TZVPD, the Open Molecules 2025 dataset).

Positions of all 15 atoms, in Å:
C  -0.569  -1.438  -0.144
C  0.736  -0.637  -0.306
C  0.695  0.606  -1.192
C  -0.725  1.252  1.659
C  -0.428  1.639  0.446
N  -0.060  1.811  -0.709
H  -0.724  -1.780  0.885
H  -0.543  -2.329  -0.776
H  -1.461  -0.867  -0.422
H  1.197  -0.427  0.665
H  0.270  0.335  -2.163
H  1.466  -1.221  -0.870
H  1.726  0.942  -1.351
H  -0.035  1.441  2.469
H  -1.651  0.727  1.845

As for the net charge: 0. As for the SMILES: C=C=NCCC. Its spin multiplicity is 1. The total energy comes out at -6819.257 eV. Its energy above the lowest of the compared OMol25 structures with the same formula, charge and spin is 167.7 kJ/mol. The largest force on an atom comes out at 0.01828 hartree/bohr.

---

# C5H9N

The molecule C5H9N in a non-equilibrium geometry (ωB97M-V/def2-TZVPD, the Open Molecules 2025 dataset).

Positions of all 15 atoms, in Å:
C  2.730  0.146  -0.082
C  1.538  0.409  -0.844
C  0.189  0.806  -0.217
C  -0.437  -0.528  0.380
N  -1.650  -0.531  0.926
C  -2.728  -0.434  0.044
H  3.104  0.911  0.645
H  3.669  -0.339  -0.571
H  2.122  -0.594  0.296
H  -0.659  1.288  -0.897
H  1.682  1.020  -1.691
H  0.146  1.559  0.598
H  -0.019  -1.382  -0.054
H  -2.660  -0.527  -1.143
H  -3.587  -0.611  0.652

As for the net charge: 0. Its spin multiplicity is 1. The total energy comes out at -6812.761 eV. Its energy above the lowest of the compared OMol25 structures with the same formula, charge and spin is 794.4 kJ/mol. The largest force on an atom comes out at 0.13667 hartree/bohr.

---

# C5H9N

The molecule C5H9N in a non-equilibrium geometry (ωB97M-V/def2-TZVPD, the Open Molecules 2025 dataset).

Positions of all 15 atoms, in Å:
C  -0.546  1.566  -0.229
C  -0.636  0.222  0.475
C  -0.554  -0.932  -0.528
C  0.710  -0.168  1.136
C  1.013  -0.918  -0.116
N  1.962  -1.335  -0.841
H  -0.432  2.369  0.502
H  -1.444  1.762  -0.823
H  0.315  1.608  -0.911
H  -1.485  0.168  1.147
H  -0.950  -0.698  -1.545
H  -1.066  -1.856  -0.212
H  1.152  -1.544  -1.450
H  0.578  -0.881  1.956
H  1.382  0.637  1.440

As for the net charge: 0. As for the SMILES: CC1CC(=N)C1. Its spin multiplicity is 1. The total energy comes out at -6818.848 eV. Its energy above the lowest of the compared OMol25 structures with the same formula, charge and spin is 207.2 kJ/mol. The largest force on an atom comes out at 0.06605 hartree/bohr.

---

# C5H9N

The molecule C5H9N in a non-equilibrium geometry (ωB97M-V/def2-TZVPD, the Open Molecules 2025 dataset).

Positions of all 15 atoms, in Å:
C  -0.608  -1.144  -0.231
C  -0.692  1.072  -0.166
C  0.744  0.853  -0.303
C  1.345  -0.117  0.653
C  0.607  -0.578  -0.605
H  -1.264  -1.593  -1.079
H  -0.809  -1.955  0.505
H  -1.278  -0.012  1.528
H  -1.293  1.414  -1.129
H  -1.026  1.753  0.622
H  1.175  1.653  -0.931
H  0.984  -0.159  1.725
H  2.384  -0.243  0.564
H  1.385  -1.281  -0.923
N  -1.233  -0.013  0.433

As for the net charge: 0. As for the SMILES: C1NC[C@H]2C[C@@H]12. Its spin multiplicity is 1. The total energy comes out at -6817.168 eV. Its energy above the lowest of the compared OMol25 structures with the same formula, charge and spin is 369.2 kJ/mol. The largest force on an atom comes out at 0.14138 hartree/bohr.

---

# C5H9N

A structure of composition C5H9N (ωB97M-V/def2-TZVPD, the Open Molecules 2025 dataset).

Positions of all 15 atoms, in Å:
C  -0.814  1.266  -0.365
C  -0.741  0.096  0.372
C  -1.248  -1.201  -0.230
C  1.241  -0.320  0.605
C  1.792  0.705  -0.300
N  2.978  0.485  -0.239
H  -0.819  2.238  0.120
H  -1.087  1.243  -1.418
H  1.002  1.417  -0.777
H  -0.881  0.195  1.449
H  -0.868  -1.335  -1.249
H  -2.342  -1.186  -0.280
H  -0.956  -2.078  0.356
H  1.325  -1.358  0.288
H  1.417  -0.169  1.669

As for the net charge: 0. Its spin multiplicity is 1. The total energy comes out at -6816.136 eV. Its energy above the lowest of the compared OMol25 structures with the same formula, charge and spin is 468.8 kJ/mol. The largest force on an atom comes out at 0.00868 hartree/bohr.

---

# C5H9N

A structure of composition C5H9N in a non-equilibrium geometry (ωB97M-V/def2-TZVPD, the Open Molecules 2025 dataset).

Positions of all 15 atoms, in Å:
C  1.677  -0.058  -0.257
C  0.192  -0.072  -0.027
C  -0.664  -0.045  1.259
N  -1.718  0.301  0.264
C  -0.669  1.144  -0.400
C  -0.750  -1.073  -0.626
H  1.884  0.059  -1.331
H  2.158  -0.971  0.094
H  2.112  0.806  0.255
H  -0.901  -0.950  1.833
H  -0.315  0.759  1.915
H  -0.406  2.075  0.136
H  -0.929  1.369  -1.435
H  -0.428  -1.493  -1.618
H  -1.244  -1.853  -0.064

As for the net charge: 0. Its spin multiplicity is 1. The total energy comes out at -6816.498 eV. Its energy above the lowest of the compared OMol25 structures with the same formula, charge and spin is 433.9 kJ/mol. The largest force on an atom comes out at 0.03515 hartree/bohr.

---

# C5H9N

The molecule C5H9N in a non-equilibrium geometry (ωB97M-V/def2-TZVPD, the Open Molecules 2025 dataset).

Positions of all 15 atoms, in Å:
C  -0.929  1.179  0.945
C  -0.327  0.818  -0.419
C  -0.084  -0.692  -0.532
C  -0.562  -1.308  -1.613
C  1.725  -0.791  0.919
N  0.618  -1.251  0.536
H  -1.192  2.230  1.034
H  -0.198  0.927  1.713
H  -1.786  0.525  1.099
H  -0.960  1.233  -1.201
H  0.671  1.238  -0.580
H  -1.231  -0.794  -2.284
H  -0.175  -2.279  -1.900
H  2.037  -0.878  1.960
H  2.394  -0.158  0.322

As for the net charge: 0. As for the SMILES: C=NC(=C)CC. Its spin multiplicity is 1. The total energy comes out at -6819.210 eV. Its energy above the lowest of the compared OMol25 structures with the same formula, charge and spin is 172.2 kJ/mol. The largest force on an atom comes out at 0.03637 hartree/bohr.

---

# C5H9N2

The ion C5H9N2 with charge +1 in a non-equilibrium geometry (ωB97M-V/def2-TZVPD, the Open Molecules 2025 dataset).

Positions of all 16 atoms, in Å:
C  -2.158  -0.027  0.089
C  0.102  0.509  0.763
C  -3.510  0.099  -0.395
C  2.378  0.661  0.879
C  1.480  -0.965  -0.683
N  -0.995  0.157  0.229
N  1.209  0.103  0.295
H  -3.538  1.080  -0.954
H  -3.993  0.394  0.603
H  -3.755  -0.766  -0.903
H  2.769  1.415  0.127
H  3.010  -0.189  1.098
H  2.308  1.109  1.828
H  0.804  -1.788  -0.784
H  2.465  -1.303  -0.520
H  1.423  -0.487  -1.673

As for the net charge: +1. Its spin multiplicity is 1. The total energy comes out at -8300.371 eV. Its energy above the lowest of the compared OMol25 structures with the same formula, charge and spin is 517.3 kJ/mol. The largest force on an atom comes out at 0.14632 hartree/bohr.

---

# C5H9N2

The ion C5H9N2 with charge +1 in a non-equilibrium geometry (ωB97M-V/def2-TZVPD, the Open Molecules 2025 dataset).

Positions of all 16 atoms, in Å:
C  0.477  -1.050  -2.395
C  1.142  -0.906  -0.987
C  0.402  -0.078  -0.020
C  0.701  0.999  0.740
N  -0.409  1.354  1.466
C  -1.357  0.431  1.294
N  -0.902  -0.405  0.386
H  -0.188  -0.236  -2.672
H  1.275  -0.999  -3.096
H  0.057  -2.042  -2.523
H  2.092  -0.410  -1.169
H  1.338  -1.929  -0.675
H  1.535  1.679  0.740
H  -0.430  2.056  2.181
H  -2.220  0.501  1.933
H  -1.447  -1.148  -0.032

As for the net charge: +1. As for the SMILES: CCc1c[nH]c[nH+]1. Its spin multiplicity is 1. The total energy comes out at -8304.915 eV. Its energy above the lowest of the compared OMol25 structures with the same formula, charge and spin is 78.9 kJ/mol. The largest force on an atom comes out at 0.03514 hartree/bohr.

---

# C5H9N2

A cluster of 2 separate species, C5H9N2 in total in a non-equilibrium geometry (ωB97M-V/def2-TZVPD, the Open Molecules 2025 dataset).

Positions of all 16 atoms, in Å:
C  -1.466  -1.926  -2.184
C  -2.383  -1.284  -1.263
C  0.958  -0.435  1.642
C  2.133  -0.139  0.803
C  0.366  1.303  -0.354
N  1.090  0.491  0.513
N  -0.887  -1.175  -1.364
H  -1.318  -2.586  -3.004
H  -2.966  -0.435  -1.595
H  -2.790  -1.836  -0.428
H  0.402  -1.351  1.479
H  0.885  -0.006  2.634
H  3.159  -0.285  0.532
H  -0.282  0.623  -0.949
H  -0.285  1.978  0.211
H  1.029  1.858  -1.019

As for the net charge: +1. Its spin multiplicity is 1. The total energy comes out at -8299.470 eV. Its energy above the lowest of the compared OMol25 structures with the same formula, charge and spin is 604.2 kJ/mol. The largest force on an atom comes out at 0.04420 hartree/bohr.